Entry from the Open Molecules 2025 dataset: one molecule with the formula C19H27N3O at a distorted geometry (ωB97M-V/def2-TZVPD).

Electronic energy = -979.6287 Eh
Charge = 0
LUMO = 0.67 eV

Each line ends with the Löwdin charge.
Atoms and positions in Å:
C: 0.73618 4.29292 0.93261  -0.012
C: -0.42583 3.41484 0.49388  -0.251
N: -1.66252 3.97293 0.18001  -0.020
N: -2.62422 3.06636 -0.07973  0.083
C: -1.98663 1.93602 0.11402  -0.307
C: -0.56726 2.06755 0.41188  -0.088
C: 0.26406 0.82484 0.39699  -0.194
C: 0.95391 0.64718 -1.02342  -0.202
C: 1.83922 -0.68876 -1.05689  -0.115
C: 3.33340 -0.32638 -0.80027  -0.162
C: 3.92502 0.65138 -1.85714  -0.196
C: 2.94045 1.62391 -2.36019  -0.255
C: 1.81449 1.91964 -1.46326  -0.174
C: -0.56876 -0.33729 0.85227  -0.039
C: -1.96531 -0.46634 0.49397  -0.101
C: -2.82538 -1.62168 0.94365  -0.084
C: -2.04734 -2.92587 0.85777  -0.492
C: -1.66634 -3.33946 -0.60142  -0.013
C: -2.76741 -4.08165 1.63905  -0.046
C: -0.78139 -2.75672 1.74008  -0.079
C: 0.00871 -1.48278 1.64816  -0.351
O: 1.03470 -1.25462 2.30743  0.045
N: -2.62401 0.73093 0.10113  0.127
H: 1.47849 3.49156 1.06470  0.067
H: 1.03318 5.00122 0.15400  0.082
H: 0.64167 4.79630 1.88844  0.074
H: -1.84804 4.99642 0.40284  0.183
H: 1.01460 1.07419 1.16583  0.150
H: 0.12782 0.50627 -1.77530  0.145
H: 1.40278 -1.42905 -0.43446  0.073
H: 1.69490 -1.02995 -2.09018  0.111
H: 3.86235 -1.23223 -0.78955  0.086
H: 3.42266 0.19348 0.14124  0.107
H: 4.78185 1.08435 -1.43381  0.086
H: 4.30721 -0.05774 -2.66729  0.132
H: 3.35188 2.58422 -2.80456  0.139
H: 2.40167 1.20508 -3.14530  0.087
H: 2.18997 2.25493 -0.48737  0.092
H: 1.03250 2.76500 -1.89840  0.176
H: -3.75198 -1.69524 0.29635  0.148
H: -3.11071 -1.40890 1.95158  0.129
H: -2.52776 -3.54058 -1.19572  0.071
H: -1.04097 -4.21838 -0.72128  0.084
H: -1.13787 -2.43671 -0.93266  0.080
H: -2.48934 -5.07023 1.23094  0.092
H: -2.82075 -4.09214 2.69485  0.068
H: -3.78254 -4.12773 1.33670  0.059
H: -0.08628 -3.55088 1.39922  0.147
H: -0.87044 -2.83464 2.78415  0.113
H: -3.61459 0.90439 -0.00552  0.148

***

Entry from the Open Molecules 2025 dataset: one molecule with the formula C19H27N3O (ωB97M-V/def2-TZVPD).

Electronic energy = -979.7538 Eh
Charge = 0
LUMO = 0.71 eV

Each line ends with the Löwdin charge.
Atoms and positions in Å:
C: 5.40396 -1.92721 -3.03603  -0.017
C: 3.99690 -2.08168 -2.57823  -0.259
N: 3.45351 -3.34382 -2.46879  0.118
C: 2.16422 -3.25112 -2.04042  -0.202
C: 1.22178 -4.23409 -1.76674  -0.005
C: -0.01816 -3.82458 -1.33319  -0.023
C: -0.33655 -2.46490 -1.18636  -0.142
C: -1.70293 -2.13002 -0.69503  -0.471
O: -2.31398 -2.83119 0.08975  0.061
N: -2.22676 -0.99358 -1.22026  0.059
C: -3.45734 -0.40594 -0.74954  -0.184
C: -3.20144 0.88678 0.02764  -0.161
C: -2.43274 0.61918 1.32338  -0.200
N: -2.12132 1.85973 2.01333  -0.179
C: -2.05176 1.70988 3.45528  -0.209
C: -1.93972 3.08067 4.11632  -0.190
C: -0.69196 3.80097 3.61926  -0.214
C: -0.73855 3.87201 2.09758  -0.189
C: -0.90305 2.47147 1.51654  -0.211
C: 0.60889 -1.48625 -1.44494  0.032
C: 1.87468 -1.87460 -1.87399  -0.120
C: 3.06071 -1.15216 -2.21936  -0.188
C: 3.19142 0.33313 -2.18580  -0.036
H: 5.68931 -0.87999 -3.04437  0.070
H: 6.08339 -2.46701 -2.37575  0.083
H: 5.52434 -2.32530 -4.04416  0.083
H: 3.94622 -4.19782 -2.66702  0.161
H: 1.45670 -5.28156 -1.88486  0.109
H: -0.78328 -4.54668 -1.09348  0.115
H: -1.66927 -0.44809 -1.85751  0.130
H: -4.11281 -0.20497 -1.60393  0.118
H: -3.92846 -1.15174 -0.10527  0.119
H: -4.15313 1.35795 0.27311  0.114
H: -2.64160 1.58018 -0.60373  0.100
H: -1.52115 0.03738 1.10574  0.122
H: -3.06053 0.00379 1.97126  0.125
H: -2.96521 1.21504 3.79395  0.118
H: -1.19058 1.08454 3.75763  0.128
H: -2.82280 3.66673 3.85738  0.114
H: -1.90916 2.96131 5.20078  0.108
H: -0.63504 4.80399 4.04614  0.106
H: 0.19775 3.24899 3.93289  0.110
H: -1.58966 4.48086 1.78866  0.114
H: 0.17311 4.32655 1.70476  0.108
H: -0.96141 2.53440 0.42757  0.110
H: -0.01627 1.85931 1.77441  0.127
H: 0.39501 -0.43816 -1.28779  0.112
H: 4.22295 0.64027 -2.33508  0.065
H: 2.85124 0.71890 -1.22558  0.079
H: 2.58052 0.78845 -2.96615  0.083

***

Entry from the Open Molecules 2025 dataset: one molecule with the formula C19H27N3O4S (ωB97M-V/def2-TZVPD).

Electronic energy = -1603.6811 Eh
Charge = 0
LUMO = 0.42 eV

Each line ends with the Löwdin charge.
Atoms and positions in Å:
C: -1.87018 -3.47087 -3.16054  -0.069
C: -2.57210 -2.20515 -2.67896  -0.349
C: -2.65025 -1.15596 -3.78740  -0.147
C: -3.31007 0.12395 -3.27229  -0.349
C: -3.34054 1.20486 -4.34657  -0.066
C: -2.54504 0.61253 -2.04143  -0.119
N: -2.49502 -0.41402 -1.01786  -0.044
C: -3.15110 -0.20078 0.14227  -0.479
O: -3.87841 0.76066 0.31046  0.058
C: -2.90653 -1.16083 1.30309  -0.076
C: -1.69305 -0.66717 2.10328  -0.218
N: -0.43813 -0.73453 1.39360  -0.117
S: 0.11903 0.58811 0.53504  0.663
O: -0.84306 1.64362 0.54435  -0.255
O: 0.63261 0.10195 -0.71744  -0.294
C: 1.49635 1.06137 1.56627  -0.274
C: 1.29328 1.96460 2.59085  -0.051
C: 2.34974 2.30379 3.41572  0.004
C: 3.60366 1.73451 3.20644  -0.183
C: 3.80150 0.81223 2.17021  -0.151
C: 2.73413 0.48450 1.35369  -0.004
C: 5.16511 0.20316 2.02502  -0.123
C: 6.23557 1.23106 2.37962  -0.083
C: 5.99033 1.84488 3.74109  -0.469
O: 6.85972 2.16617 4.51596  0.081
N: 4.67071 2.06216 4.02841  0.150
C: -1.82949 -1.61148 -1.47174  -0.143
H: -0.84599 -3.24705 -3.45083  0.082
H: -2.38789 -3.88761 -4.02111  0.078
H: -1.84852 -4.22502 -2.37645  0.075
H: -3.59110 -2.45846 -2.36307  0.147
H: -3.21323 -1.55303 -4.63526  0.122
H: -1.63953 -0.92452 -4.13239  0.130
H: -4.33728 -0.10492 -2.96732  0.149
H: -3.88294 0.85721 -5.22315  0.076
H: -2.32892 1.46735 -4.64830  0.081
H: -3.82926 2.09952 -3.96974  0.079
H: -3.02312 1.48801 -1.60167  0.130
H: -1.51439 0.86781 -2.30996  0.132
H: -2.76891 -2.19719 0.99814  0.103
H: -3.78352 -1.10285 1.94939  0.124
H: -1.84075 0.38430 2.35490  0.120
H: -1.59669 -1.24747 3.02845  0.120
H: -0.27378 -1.59481 0.89753  0.103
H: 0.31636 2.40196 2.71559  0.115
H: 2.21183 3.01115 4.21974  0.116
H: 2.84891 -0.21128 0.53775  0.121
H: 5.31183 -0.16289 1.00867  0.122
H: 5.24553 -0.65291 2.70342  0.133
H: 7.23242 0.79097 2.37034  0.125
H: 6.21983 2.04903 1.65295  0.137
H: 4.47554 2.57652 4.87821  0.162
H: -1.77834 -2.35938 -0.68117  0.110
H: -0.80687 -1.34775 -1.76578  0.116

***

Entry from the Open Molecules 2025 dataset: one molecule with the formula C19H27N5O4S (ωB97M-V/def2-TZVPD).

Electronic energy = -1713.1623 Eh
Charge = 0
LUMO = 0.26 eV

Each line ends with the Löwdin charge.
Atoms and positions in Å:
C: -0.45815 -0.39074 -5.99728  -0.098
C: 1.02341 -0.19421 -6.32142  -0.206
C: 1.87959 -1.30645 -5.80273  -0.176
C: 2.54071 -2.32516 -6.50071  -0.089
N: 3.19763 -3.17975 -5.71578  0.081
N: 2.96437 -2.72003 -4.48112  -0.076
C: 3.43388 -3.25953 -3.32788  0.003
C: 3.10525 -2.65394 -2.16264  0.019
C: 2.26613 -1.50073 -2.21220  -0.189
C: 1.98964 -0.78206 -0.91131  -0.409
O: 2.95489 -0.49853 -0.21226  0.065
N: 0.72164 -0.45515 -0.59655  -0.046
C: -0.45514 -0.84567 -1.35996  -0.025
C: 0.47639 0.44336 0.54515  -0.306
C: 1.02765 1.84315 0.30754  -0.021
C: 0.96523 -0.17291 1.86396  -0.110
N: 0.26103 0.40777 2.99570  0.092
C: -1.02944 0.10106 3.23567  -0.479
O: -1.63179 -0.75714 2.61469  0.078
C: -1.69543 0.88399 4.37716  -0.425
C: -0.85642 0.83423 5.65652  -0.040
C: -3.13242 0.40799 4.62571  -0.151
C: -3.94141 1.60090 5.14456  -0.199
C: -3.67374 2.73469 4.16219  -0.212
S: -1.91599 2.63440 3.83983  0.721
O: -1.20895 3.49107 4.76034  -0.302
O: -1.66489 2.75851 2.42510  -0.301
N: 1.81190 -0.98021 -3.31738  0.214
C: 2.16727 -1.58553 -4.47631  -0.205
H: -1.05779 0.43347 -6.38537  0.068
H: -0.83017 -1.31966 -6.43205  0.075
H: -0.60576 -0.44081 -4.91762  0.057
H: 1.16246 -0.11692 -7.40169  0.107
H: 1.36248 0.75224 -5.89382  0.111
H: 2.57041 -2.47344 -7.56948  0.112
H: 4.05149 -4.13938 -3.43097  0.133
H: 3.47760 -3.01638 -1.21771  0.118
H: -0.23156 -1.67837 -2.01752  0.082
H: -1.23446 -1.15030 -0.66082  0.094
H: -0.82422 -0.01704 -1.96823  0.094
H: -0.60893 0.49857 0.62264  0.129
H: 0.75753 2.49410 1.13978  0.070
H: 2.11089 1.81339 0.20471  0.078
H: 0.59808 2.27420 -0.59767  0.087
H: 0.77679 -1.24628 1.85576  0.134
H: 2.03094 -0.00908 1.99661  0.123
H: 0.68119 1.18319 3.47879  0.139
H: -0.67880 -0.21127 5.91216  0.103
H: 0.10358 1.33435 5.54788  0.080
H: -1.37991 1.31810 6.47935  0.089
H: -3.54909 0.04360 3.68669  0.123
H: -3.13072 -0.42640 5.32699  0.132
H: -5.00429 1.36982 5.19612  0.118
H: -3.61751 1.88934 6.14619  0.114
H: -4.17242 2.57156 3.20757  0.111
H: -3.88063 3.73601 4.53312  0.109